Molecular formula: C27H22Cl2LuNO5S2
Method: DFT, ωB97M-V/def2-TZVPD

Properties
Total charge: +2
E in eV: -120410.76144
ΔE to the lowest compared entry with this formula, charge and spin in eV: 0.000
Highest occupied orbital energy in eV: -12.86
Lowest unoccupied orbital energy in eV: -7.1428

```
60
Properties=species:S:1:pos:R:3:nbo_charge:R:1
Lu -0.790 -0.784 -0.037 1.85
O -2.226 -0.504 -4.249 -0.60
C -1.813 -0.313 -3.032 0.83
O -1.084 -1.072 -2.411 -0.64
C -2.316 0.944 -2.388 0.11
C -3.054 1.932 -3.015 -0.14
C -3.438 3.028 -2.258 -0.11
C -3.095 3.083 -0.912 -0.17
C -2.373 2.033 -0.376 0.07
N -1.978 1.004 -1.112 -0.48
C -1.915 1.877 1.051 0.84
O -2.318 2.670 1.994 -0.57
O -1.149 0.962 1.318 -0.65
H -1.913 -1.357 -4.600 0.54
H -3.314 1.841 -4.061 0.27
H -4.005 3.831 -2.708 0.27
H -3.397 3.935 -0.315 0.25
H -2.980 3.322 1.719 0.52
Cl -0.471 -2.945 1.342 0.05
C -2.012 -3.789 1.539 0.06
C -1.958 -5.009 2.179 -0.26
C -3.140 -5.705 2.349 -0.18
C -4.329 -5.170 1.881 -0.19
C -4.346 -3.941 1.242 -0.03
Cl -5.857 -3.328 0.683 0.06
C -3.173 -3.200 1.048 -0.23
S -3.217 -1.636 0.247 -0.38
H -1.017 -5.406 2.537 0.24
H -3.133 -6.665 2.847 0.24
H -5.260 -5.706 2.009 0.25
O 1.279 -0.941 -0.119 -1.09
S 2.759 -0.960 -0.576 1.28
C 2.674 -0.199 -2.232 -0.61
C 2.438 1.285 -2.259 0.02
C 3.399 2.132 -2.796 -0.21
C 3.201 3.509 -2.806 -0.18
C 2.046 4.054 -2.266 -0.19
C 1.083 3.216 -1.717 -0.20
C 1.277 1.845 -1.723 -0.24
C 3.532 0.311 0.441 -0.62
C 3.302 -0.042 1.890 0.01
C 2.585 0.838 2.690 -0.24
C 2.353 0.535 4.026 -0.19
C 2.827 -0.653 4.561 -0.19
C 3.542 -1.538 3.762 -0.17
C 3.781 -1.233 2.431 -0.25
H 1.866 -0.772 -2.691 0.26
H 3.607 -0.478 -2.724 0.27
H 4.308 1.716 -3.217 0.23
H 3.956 4.155 -3.235 0.24
H 1.900 5.126 -2.268 0.24
H 0.183 3.640 -1.284 0.21
H 0.542 1.199 -1.265 0.16
H 3.080 1.268 0.180 0.26
H 4.588 0.313 0.154 0.27
H 2.220 1.772 2.275 0.21
H 1.808 1.233 4.649 0.23
H 2.650 -0.886 5.603 0.24
H 3.926 -2.459 4.181 0.23
H 4.361 -1.919 1.821 0.22
```



Molecular formula: C27H22CrN7S
Method: DFT, ωB97M-V/def2-TZVPD

Properties
<S²>: 6.063
Total charge: +1
E in eV: -78040.03514
Highest occupied orbital energy (alpha / beta) in eV: -8.67 / -11.06
Lowest unoccupied orbital energy (alpha / beta) in eV: -3.3689 / -3.5628
Multiplicity: 5

```
58
Properties=species:S:1:pos:R:3:nbo_charge:R:1
Cr -0.237 -0.324 -0.592 1.15
C -0.581 -0.550 3.701 -0.67
C -0.224 -0.707 2.256 0.18
N -0.399 0.255 1.326 -0.41
N -1.070 1.413 1.647 -0.39
C -1.358 2.295 0.695 0.32
N -1.955 3.446 1.068 -0.77
S -0.949 2.034 -0.932 -0.12
C 0.332 -1.903 1.743 0.12
C 0.736 -2.997 2.544 -0.23
C 1.266 -4.113 1.959 -0.15
C 1.410 -4.165 0.561 -0.28
C 0.996 -3.081 -0.171 0.07
N 0.468 -1.977 0.376 -0.54
H -1.409 0.141 3.858 0.21
H 0.265 -0.201 4.300 0.24
H -0.910 -1.500 4.116 0.25
H -1.267 1.611 2.616 0.40
H -2.401 3.534 1.966 0.40
H -2.291 4.047 0.335 0.43
H 0.631 -2.941 3.618 0.23
H 1.575 -4.950 2.569 0.23
H 1.829 -5.027 0.065 0.23
H 1.075 -3.082 -1.251 0.20
C -0.104 -1.996 -4.653 -0.24
C -0.491 -1.680 -3.346 0.10
N 0.247 -0.926 -2.545 -0.49
C 1.446 -0.478 -3.003 0.12
C 1.901 -0.728 -4.300 0.00
C 1.081 -1.507 -5.136 -0.11
C 3.170 -0.200 -4.715 -0.18
C 3.938 0.512 -3.864 -0.17
C 3.514 0.749 -2.514 -0.09
C 4.286 1.449 -1.568 -0.10
C 3.811 1.606 -0.292 -0.24
C 2.561 1.067 0.039 0.10
N 1.819 0.411 -0.828 -0.48
C 2.278 0.254 -2.088 0.23
H -0.749 -2.614 -5.260 0.25
H -1.426 -2.037 -2.939 0.24
H 1.402 -1.725 -6.147 0.24
H 3.499 -0.391 -5.728 0.23
H 4.894 0.907 -4.182 0.23
H 5.248 1.852 -1.856 0.23
H 4.380 2.136 0.458 0.24
H 2.150 1.172 1.036 0.21
N -7.336 -2.592 -0.875 -0.29
C -6.240 -2.249 -0.834 0.27
C -4.870 -1.819 -0.784 -0.18
C -4.017 -2.314 0.198 -0.15
C -2.698 -1.886 0.240 -0.25
C -2.183 -0.968 -0.680 -0.33
C -3.073 -0.481 -1.647 -0.18
C -4.393 -0.896 -1.712 -0.18
H -4.390 -3.030 0.919 0.23
H -2.061 -2.294 1.016 0.21
H -2.742 0.258 -2.369 0.20
H -5.061 -0.504 -2.467 0.23
```



Molecular formula: C27H22IIrN3O2SeTe
Method: DFT, ωB97M-V/def2-TZVPD

Properties
<S²>: 6.046
Total charge: +1
E in eV: -120491.64062
ΔE to the lowest compared entry with this formula, charge and spin in eV: 0.000
Highest occupied orbital energy (alpha / beta) in eV: -9.67 / -11.46
Lowest unoccupied orbital energy (alpha / beta) in eV: -3.5466 / -5.8455
Multiplicity: 5

```
58
Properties=species:S:1:pos:R:3:nbo_charge:R:1
Ir 0.738 -0.258 -0.210 0.64
C -3.372 -1.564 -2.669 -0.67
C -3.383 -1.758 -1.197 0.30
N -4.314 -2.503 -0.647 -0.41
C -4.285 -2.668 0.676 0.14
C -3.379 -2.043 1.566 -0.01
C -3.554 -2.331 3.045 -0.10
O -2.357 -2.404 3.775 -0.74
C -2.391 -1.240 1.040 -0.14
C -1.521 -0.498 1.963 0.17
N -0.314 -0.127 1.760 -0.52
C 0.387 0.381 2.901 0.15
C 0.111 -0.129 4.171 -0.24
C 0.775 0.350 5.288 -0.18
C 1.738 1.336 5.158 -0.18
C 2.060 1.819 3.899 -0.22
C 1.399 1.330 2.784 -0.20
I 2.050 2.014 0.922 0.34
C -2.314 -1.141 -0.399 0.41
O -1.398 -0.562 -1.024 -0.59
H -4.266 -2.005 -3.099 0.25
H -2.487 -2.036 -3.103 0.25
H -3.310 -0.504 -2.918 0.25
H -5.043 -3.328 1.085 0.21
H -4.138 -3.252 3.141 0.19
H -4.153 -1.534 3.498 0.21
H -1.748 -3.048 3.369 0.52
H -1.973 -0.286 2.926 0.22
H -0.606 -0.931 4.280 0.25
H 0.544 -0.065 6.259 0.24
H 2.261 1.714 6.026 0.24
H 2.833 2.566 3.785 0.23
Se 1.700 -2.471 0.173 -0.01
C 0.583 -3.090 1.505 0.07
N -0.170 -3.447 2.301 -0.46
Te 1.632 0.290 -2.671 0.75
C 2.146 -1.583 -3.480 -0.30
C 1.262 -2.645 -3.334 -0.18
C 1.562 -3.868 -3.917 -0.22
C 2.739 -4.026 -4.634 -0.19
C 3.615 -2.959 -4.779 -0.18
C 3.318 -1.729 -4.210 -0.24
C 3.560 0.915 -2.117 -0.31
C 4.420 0.052 -1.447 -0.18
C 5.642 0.523 -0.994 -0.20
C 5.994 1.854 -1.193 -0.19
C 5.133 2.711 -1.859 -0.20
C 3.911 2.242 -2.332 -0.25
H 0.352 -2.528 -2.758 0.21
H 0.879 -4.700 -3.802 0.23
H 2.975 -4.982 -5.081 0.23
H 4.531 -3.081 -5.342 0.23
H 4.000 -0.897 -4.334 0.23
H 4.142 -0.981 -1.276 0.22
H 6.318 -0.146 -0.478 0.23
H 6.946 2.219 -0.832 0.23
H 5.411 3.743 -2.024 0.23
H 3.248 2.909 -2.869 0.23
```



Molecular formula: C27H23BN2O17
Method: DFT, ωB97M-V/def2-TZVPD

Properties
Total charge: 0
E in eV: -66834.45443
Structure (SMILES): O=C1C=C(O)C(=O)C=C1O.O=C1C=C(O)C(=O)C=C1O.O=C1C=C(O)C(=O)C=C1O.O=C1C=C(O)C(=O)C=C1O.CCNBOC#N
Highest occupied orbital energy in eV: -9.61
Lowest unoccupied orbital energy in eV: -1.7727

```
70
Properties=species:S:1:pos:R:3:nbo_charge:R:1
O 1.898 2.920 2.608 -0.55
C 1.666 2.926 1.413 0.48
C 1.813 1.773 0.552 -0.39
C 1.547 1.917 -0.749 0.33
O 1.640 0.950 -1.652 -0.65
C 1.083 3.234 -1.340 0.49
O 0.867 3.226 -2.541 -0.56
C 0.925 4.380 -0.476 -0.43
C 1.203 4.245 0.832 0.40
O 1.108 5.206 1.727 -0.64
H 2.133 0.854 1.019 0.24
H 1.371 1.361 -2.502 0.51
H 0.590 5.311 -0.910 0.24
H 1.377 4.835 2.594 0.52
O -3.505 -2.940 -2.905 -0.56
C -3.126 -2.115 -2.091 0.49
C -3.936 -1.563 -1.031 -0.40
C -3.384 -0.658 -0.211 0.32
O -4.014 -0.074 0.795 -0.63
C -1.947 -0.195 -0.360 0.55
O -1.572 0.645 0.446 -0.59
C -1.134 -0.752 -1.407 -0.43
C -1.685 -1.660 -2.227 0.36
O -1.052 -2.248 -3.226 -0.63
H -4.961 -1.893 -0.936 0.24
H -3.364 0.537 1.200 0.51
H -0.110 -0.419 -1.491 0.25
H -1.708 -2.848 -3.637 0.51
O 3.217 -0.815 2.104 -0.57
C 3.496 -1.982 1.875 0.46
C 4.736 -2.617 2.242 -0.40
C 4.917 -3.906 1.913 0.34
O 6.003 -4.600 2.185 -0.62
C 3.865 -4.714 1.170 0.48
O 4.163 -5.869 0.923 -0.54
C 2.616 -4.081 0.821 -0.42
C 2.434 -2.794 1.153 0.40
O 1.330 -2.117 0.892 -0.64
H 5.484 -2.034 2.762 0.25
H 5.853 -5.498 1.821 0.51
H 1.867 -4.664 0.305 0.25
H 1.457 -1.213 1.240 0.51
O -3.444 0.083 -3.996 -0.57
C -3.736 0.231 -5.172 0.48
C -3.706 -0.813 -6.165 -0.41
C -4.044 -0.502 -7.426 0.35
O -4.059 -1.358 -8.428 -0.62
C -4.452 0.903 -7.840 0.47
O -4.721 1.050 -9.019 -0.54
C -4.498 1.942 -6.839 -0.40
C -4.162 1.630 -5.578 0.34
O -4.160 2.486 -4.573 -0.62
H -3.421 -1.810 -5.861 0.25
H -4.337 -0.849 -9.218 0.51
H -4.799 2.936 -7.137 0.25
H -3.865 1.985 -3.786 0.51
C 0.455 0.755 7.233 -0.63
C 1.062 -0.405 6.460 -0.21
N 2.486 -0.132 6.136 -0.95
B 2.621 0.942 5.188 0.99
O 3.239 2.135 5.651 -0.66
C 2.687 3.275 5.417 0.58
N 2.122 4.271 5.319 -0.44
H 0.329 1.644 6.606 0.21
H 1.100 1.022 8.073 0.22
H -0.528 0.488 7.624 0.22
H 0.469 -0.602 5.557 0.17
H 1.033 -1.310 7.069 0.20
H 2.894 -0.982 5.754 0.39
H 2.274 0.938 4.052 -0.09
```